The following is a DFT calculation (ωB97M-V/def2-TZVPD) of a 2-piece molecular cluster, C5H9N2O overall.

## Properties
Net charge: +1
Orbital gap in eV: 7.6
Calculated total energy in hartree: -380.2205

Bonds (Å) are listed after each position.
Positions of all 17 atoms, in Å:
1 C 0.05761 0.72826 0.00085  N6 1.200, O8 1.354, H9 1.106
2 C 0.11829 -3.02200 -0.79590  C4 1.478, C5 1.522, H10 1.120, H11 1.030
3 C -1.72899 0.73936 1.65479  N6 1.242, H12 1.050, H13 1.154
4 C -0.85507 -2.53342 0.20332  C2 1.478, C5 1.324, H14 1.134
5 C -0.11033 -1.58637 -0.34671  C2 1.522, C4 1.324, O8 1.334
6 N -0.80703 0.64194 0.82904  C1 1.200, C3 1.242
7 N 1.59145 2.99149 -0.84273  H15 1.006, H16 1.013, H17 1.061
8 O 0.42950 -0.40267 -0.64361  C1 1.354, C5 1.334
9 H 0.59232 1.60646 -0.40722  C1 1.106
10 H 0.92435 -3.71688 -0.44757  C2 1.120
11 H -0.22021 -3.25130 -1.74150  C2 1.030
12 H -2.68378 1.15608 1.52195  C3 1.050
13 H -1.40812 0.26010 2.65447  C3 1.154
14 H -1.59102 -2.88434 0.99207  C4 1.134
15 H 1.63383 3.20808 -1.82387  N7 1.006
16 H 2.27989 2.27672 -0.63948  N7 1.013
17 H 1.77732 3.78848 -0.16789  N7 1.061